Molecular formula: C14H14ClNO3
Method: DFT, the ωB97M-V functional and the def2-TZVPD basis

- gap between HOMO and LUMO (hartree) = 0.3286
- electronic energy (eV) = -34899.3554
- molecular weight (g mol⁻¹) = 279.72

```
! wB97M-V def2-TZVPD RIJCOSX def2/J DEFGRID3
* xyz 0 1
C -0.585 3.111 2.476
H -1.369 3.255 3.218
O -1.013 2.034 1.678
C -0.211 1.633 0.654
C 1.008 2.199 0.330
C 1.763 1.715 -0.736
C 1.284 0.653 -1.477
C 0.064 0.070 -1.163
C -0.695 0.549 -0.111
O -1.913 0.062 0.277
C -2.461 -1.021 -0.433
C -1.700 -2.311 -0.255
C -1.726 -3.308 -1.222
N -1.083 -4.455 -1.101
C -0.377 -4.661 -0.010
C -0.269 -3.744 1.029
C -0.951 -2.549 0.894
H -0.906 -1.798 1.669
H 0.324 -3.965 1.901
Cl 0.443 -6.169 0.086
H -2.287 -3.188 -2.140
H -2.561 -0.784 -1.501
H -3.467 -1.136 -0.014
H -0.280 -0.765 -1.752
H 1.859 0.264 -2.304
C 3.088 2.364 -1.053
O 3.092 3.759 -0.848
H 2.394 4.148 -1.388
H 3.861 1.976 -0.381
H 3.382 2.123 -2.085
H 1.404 3.028 0.895
H 0.358 2.886 2.984
H -0.470 4.028 1.888
*
```

=====

Molecular formula: C14H14ClNO3
Method: DFT, the ωB97M-V functional and the def2-TZVPD basis

- gap between HOMO and LUMO (hartree) = 0.3296
- electronic energy (eV) = -34901.3450
- molecular weight (g mol⁻¹) = 279.72

```
! wB97M-V def2-TZVPD RIJCOSX def2/J DEFGRID3
* xyz 0 1
O -0.012 0.998 2.243
C -0.010 1.980 1.537
O -0.336 3.180 2.003
H -0.552 3.131 2.949
C 0.304 1.945 0.054
H -0.666 1.750 -0.425
C 1.264 0.767 -0.246
C 2.381 1.172 -1.216
C 3.059 2.396 -0.694
C 2.304 3.414 -0.311
C 0.822 3.295 -0.482
H 0.592 3.336 -1.550
H 0.295 4.112 0.008
H 2.710 4.325 0.097
H 4.135 2.407 -0.615
H 3.076 0.341 -1.328
H 1.935 1.364 -2.196
C 0.467 -0.417 -0.801
O 0.475 -0.724 -1.971
N -0.249 -1.038 0.175
C -1.106 -2.132 0.072
C -1.326 -2.819 -1.119
C -2.188 -3.900 -1.137
C -2.842 -4.315 0.011
C -2.617 -3.623 1.190
C -1.760 -2.540 1.234
H -1.596 -2.013 2.161
Cl -3.422 -4.119 2.639
H -3.513 -5.158 -0.005
H -2.354 -4.430 -2.062
H -0.821 -2.504 -2.016
H -0.180 -0.633 1.106
H 1.730 0.454 0.695
*
```

=====

Molecular formula: C14H14F3N7O3RhS2Se
Method: DFT, the ωB97M-V functional and the def2-TZVPD basis

- gap between HOMO and LUMO (hartree) = 0.2410
- electronic energy (eV) = -129490.5516
- molecular weight (g mol⁻¹) = 631.31

```
! wB97M-V def2-TZVPD RIJCOSX def2/J DEFGRID3
* xyz 1 1
Rh -0.782 0.491 0.100
N 0.909 1.444 0.976
C 2.108 0.753 0.549
C 3.321 0.850 1.165
C 4.451 0.221 0.597
C 4.355 -0.455 -0.587
C 3.103 -0.587 -1.234
C 2.906 -1.262 -2.464
C 1.653 -1.354 -2.997
C 0.557 -0.823 -2.288
N 0.718 -0.203 -1.141
C 1.972 -0.021 -0.627
H 0.818 2.321 0.454
H 0.914 1.690 1.962
H 3.431 1.444 2.065
H 5.407 0.310 1.095
H 5.231 -0.900 -1.040
H 3.758 -1.694 -2.974
H 1.475 -1.843 -3.943
H -0.458 -0.906 -2.652
C -1.489 -3.467 3.261
C -2.088 -2.115 3.196
N -3.055 -1.663 3.919
N -3.283 -0.391 3.468
C -2.478 -0.030 2.473
S -2.368 1.387 1.568
N -1.694 -1.126 2.302
N -0.715 -1.186 1.296
H -1.897 -3.983 4.126
H -0.404 -3.421 3.361
H -1.737 -4.041 2.366
H -4.029 0.157 3.868
H -0.986 -1.916 0.629
H 0.193 -1.376 1.717
F -1.737 4.000 -4.044
C -0.995 3.904 -2.956
F -1.014 5.065 -2.301
F 0.263 3.628 -3.297
S -1.667 2.538 -1.921
O -1.437 1.393 -2.763
O -2.995 2.880 -1.536
O -0.722 2.470 -0.734
Se -4.257 -0.806 -2.767
C -3.043 -0.680 -1.553
N -2.215 -0.694 -0.693
*
```

=====

Molecular formula: C14H14F3NO3
Method: DFT, the ωB97M-V functional and the def2-TZVPD basis

- gap between HOMO and LUMO (hartree) = 0.3243
- electronic energy (eV) = -30531.1585
- molecular weight (g mol⁻¹) = 301.26

```
! wB97M-V def2-TZVPD RIJCOSX def2/J DEFGRID3
* xyz 0 1
C 4.369 -2.479 -0.850
C 3.677 -1.164 -0.546
H 3.846 -0.424 -1.334
H 4.018 -0.743 0.406
O 2.267 -1.408 -0.445
C 1.456 -0.382 -0.662
O 1.800 0.733 -0.934
C -0.024 -0.824 -0.563
C -0.805 0.239 0.146
C -1.860 0.982 -0.306
N -2.263 1.858 0.652
C -1.468 1.700 1.753
C -1.480 2.360 2.977
C -0.542 1.985 3.913
C 0.389 0.975 3.649
C 0.407 0.316 2.442
C -0.528 0.680 1.474
H 1.121 -0.469 2.245
H 1.104 0.712 4.414
H -0.523 2.478 4.874
H -2.197 3.139 3.187
C -3.333 2.806 0.527
H -2.956 3.826 0.634
H -4.090 2.631 1.295
H -3.794 2.702 -0.453
H -2.360 0.951 -1.255
O -0.179 -2.054 0.089
H 0.530 -2.656 -0.177
C -0.492 -0.988 -2.025
F -0.394 0.127 -2.755
F 0.254 -1.921 -2.650
F -1.760 -1.401 -2.118
H 4.006 -2.886 -1.790
H 4.174 -3.199 -0.059
H 5.439 -2.315 -0.925
*
```

=====

Molecular formula: C14H14F9N2O2S
Method: DFT, the ωB97M-V functional and the def2-TZVPD basis

- gap between HOMO and LUMO (hartree) = 0.1927
- electronic energy (eV) = -57104.9386
- molecular weight (g mol⁻¹) = 445.33

```
! wB97M-V def2-TZVPD RIJCOSX def2/J DEFGRID3
* xyz 1 1
O 4.128 -1.121 2.682
C 4.067 -0.287 1.846
O 4.828 -0.275 0.740
C 3.082 0.822 1.992
C 2.973 1.530 3.186
C 2.032 2.532 3.269
N 1.222 2.795 2.222
C 1.277 2.131 1.058
C 0.349 2.439 -0.079
C -1.104 2.751 0.295
C -1.853 1.659 1.050
F -1.381 1.630 2.331
F -3.142 2.030 1.114
C -1.716 0.263 0.418
F -1.823 0.424 -0.913
F -0.482 -0.208 0.648
S -2.985 -1.048 0.941
F -1.868 -1.877 1.700
F -2.635 -1.853 -0.373
F -4.097 -0.250 0.185
F -3.268 -0.272 2.281
F -4.043 -2.127 1.333
C 2.230 1.121 0.942
H 4.759 -1.150 0.330
H 3.621 1.268 4.006
H 1.896 3.104 4.170
H 0.533 3.526 2.348
H 0.745 3.325 -0.578
H 0.430 1.643 -0.805
H -1.195 3.672 0.861
H -1.642 2.930 -0.631
H 2.295 0.573 0.018
N -0.621 -2.119 -4.286
C -1.066 -2.419 -3.025
C -1.047 -3.780 -2.887
C -0.570 -4.324 -4.110
C -0.316 -3.275 -4.952
H -0.536 -1.195 -4.667
H -1.355 -1.643 -2.341
H -1.342 -4.328 -2.007
H -0.432 -5.365 -4.345
H 0.053 -3.252 -5.963
*
```

=====

Molecular formula: C14H14FNO4S
Method: DFT, the ωB97M-V functional and the def2-TZVPD basis

- gap between HOMO and LUMO (hartree) = 0.3291
- electronic energy (eV) = -37976.7018
- molecular weight (g mol⁻¹) = 311.33

```
! wB97M-V def2-TZVPD RIJCOSX def2/J DEFGRID3
* xyz 0 1
C -5.517 0.490 0.812
H -5.749 0.834 -0.200
H -5.227 1.345 1.432
O -4.519 -0.505 0.805
C -3.294 -0.193 0.312
C -2.344 -1.218 0.320
C -1.077 -0.992 -0.158
C -0.689 0.252 -0.655
C -1.637 1.269 -0.668
C -2.921 1.048 -0.192
H -3.623 1.867 -0.222
H -1.389 2.247 -1.047
O 0.597 0.360 -1.067
C 1.032 1.584 -1.616
H 0.460 1.848 -2.509
H 2.075 1.423 -1.884
H 0.968 2.395 -0.883
S 0.095 -2.351 -0.136
O -0.537 -3.455 0.518
O 0.666 -2.556 -1.429
N 1.294 -1.846 0.928
C 2.343 -0.992 0.623
C 3.100 -1.142 -0.536
C 4.159 -0.291 -0.792
C 4.500 0.713 0.101
C 3.765 0.875 1.263
C 2.702 0.031 1.502
F 1.964 0.196 2.634
H 4.000 1.647 1.980
H 5.333 1.367 -0.102
H 4.733 -0.420 -1.697
H 2.821 -1.916 -1.230
H 0.912 -1.733 1.856
H -2.597 -2.196 0.696
H -6.398 0.017 1.242
*
```